Arrangement P

DFT (ωB97M-V/def2-TZVPD) results for 3 unconnected molecules or ions with the total composition C4H16NO2.

LUMO = -3.033 eV
HOMO-LUMO gap = 12.12 eV
Highest occupied orbital energy = -15.15 eV

Geometry as ORCA input:
```
! RIJCOSX wB97M-V def2-TZVPD def2/J DEFGRID3
* xyz 1 1
C -1.935 -0.783 1.941
C -0.702 -0.848 1.039
N -0.685 0.376 0.320
C -0.407 1.669 0.942
C -0.696 -2.009 0.043
H -1.872 0.181 2.480
H -2.912 -0.592 1.348
H -2.046 -1.520 2.702
H 0.307 -0.718 1.507
H -1.598 0.412 -0.197
H -0.079 0.256 -0.530
H -0.678 1.781 2.012
H -0.781 2.444 0.288
H 0.606 1.889 0.934
H -1.448 -2.096 -0.711
H 0.334 -2.077 -0.512
H -0.917 -2.966 0.687
H 1.668 -0.540 -2.054
H 1.683 0.967 -2.181
O 1.066 0.216 -2.215
H 3.972 1.699 -2.011
H 3.702 0.640 -2.991
O 3.417 1.619 -2.839
*
```

Results of the Mulliken charge analysis, in e, for atoms 1 through 8:
1 C -1.162
2 C 0.272
3 N -0.090
4 C -0.931
5 C -1.134
6 H 0.355
7 H 0.324
8 H 0.402



Arrangement Q

DFT (ωB97M-V/def2-TZVPD) results for 3 unconnected molecules or ions with the total composition C4H16NO2.

LUMO = -3.193 eV
HOMO-LUMO gap = 11.66 eV
Highest occupied orbital energy = -14.85 eV

Geometry as ORCA input:
```
! RIJCOSX wB97M-V def2-TZVPD def2/J DEFGRID3
* xyz 1 1
C 0.232 -0.253 -0.629
C -1.039 -0.955 -0.187
C -0.835 -1.802 1.082
C -2.032 -2.668 1.367
N 0.642 0.822 0.331
H 1.043 -0.926 -0.874
H 0.005 0.276 -1.551
H -1.784 -0.229 0.121
H -1.390 -1.530 -1.037
H 0.073 -2.402 0.951
H -0.544 -1.185 1.936
H -2.968 -2.098 1.400
H -2.006 -3.339 2.226
H -2.215 -3.339 0.529
H 1.268 1.513 -0.099
H 1.230 0.520 1.111
H -0.255 1.192 0.637
H 3.170 3.479 -0.266
H 4.141 2.460 0.273
O 3.216 2.720 0.325
H 0.391 2.385 -3.205
H -0.176 3.117 -2.019
O -0.167 2.243 -2.426
*
```

Results of the Mulliken charge analysis, in e, for atoms 1 through 8:
1 C -0.693
2 C -0.578
3 C -0.224
4 C -1.326
5 N -0.205
6 H 0.423
7 H 0.276
8 H 0.317



On energetic grounds, arrangement Q is preferred over the next structure by 1.100 eV.



Arrangement P

DFT (ωB97M-V/def2-TZVPD) results for 3 unconnected molecules or ions with the total composition C4H16NO2.

LUMO = -2.800 eV
HOMO-LUMO gap = 12.59 eV
Highest occupied orbital energy = -15.39 eV

Geometry as ORCA input:
```
! RIJCOSX wB97M-V def2-TZVPD def2/J DEFGRID3
* xyz 1 1
C -1.949 0.507 -1.428
C -0.450 0.514 -1.170
N -0.392 0.239 0.392
C -1.138 1.180 1.278
C 0.347 -0.616 -1.753
H -2.106 0.253 -2.498
H -2.466 1.461 -1.367
H -2.541 -0.294 -0.955
H 0.131 1.433 -1.222
H -0.647 -0.722 0.618
H 0.577 0.278 0.752
H -2.183 0.921 1.199
H -0.869 1.042 2.319
H -1.034 2.223 0.973
H 1.297 -0.757 -1.242
H 0.343 -0.628 -2.825
H -0.029 -1.608 -1.466
H 1.610 -2.506 1.596
H 1.845 -2.151 0.180
O 1.339 -1.844 0.944
H 3.094 -0.371 1.893
H 2.811 1.150 1.997
O 2.411 0.297 1.787
*
```

Results of the Mulliken charge analysis, in e, for atoms 1 through 8:
1 C -1.389
2 C 0.523
3 N -0.205
4 C -0.979
5 C -1.401
6 H 0.413
7 H 0.377
8 H 0.360



Arrangement Q

DFT (ωB97M-V/def2-TZVPD) results for 3 unconnected molecules or ions with the total composition C4H16NO2.

LUMO = -2.657 eV
HOMO-LUMO gap = 12.80 eV
Highest occupied orbital energy = -15.46 eV

Geometry as ORCA input:
```
! RIJCOSX wB97M-V def2-TZVPD def2/J DEFGRID3
* xyz 1 1
C -1.847 -1.929 1.129
C -0.665 -1.077 0.710
N -1.010 0.369 0.633
C -2.008 0.719 -0.428
C 0.529 -1.217 1.643
H -2.194 -1.678 2.121
H -1.527 -2.963 1.129
H -2.700 -1.817 0.465
H -0.358 -1.348 -0.304
H -1.331 0.743 1.524
H -0.143 0.901 0.390
H -2.947 0.202 -0.246
H -2.206 1.790 -0.384
H -1.572 0.501 -1.393
H 0.234 -0.968 2.669
H 1.346 -0.551 1.353
H 0.922 -2.225 1.663
H 1.835 1.200 -1.118
H 1.097 2.532 -0.929
O 0.995 1.575 -0.786
H 4.134 0.628 -2.206
H 2.875 0.727 -3.105
O 3.246 0.998 -2.259
*
```

Results of the Mulliken charge analysis, in e, for atoms 1 through 8:
1 C -1.431
2 C 0.403
3 N -0.058
4 C -0.924
5 C -1.368
6 H 0.356
7 H 0.415
8 H 0.414



On energetic grounds, arrangement Q is preferred over the next structure by 0.994 eV.



Arrangement P

DFT (ωB97M-V/def2-TZVPD) results for a single C6H11NO3S molecule.

LUMO = -0.862 eV
HOMO-LUMO gap = 7.77 eV
Highest occupied orbital energy = -8.63 eV

Geometry as ORCA input:
```
! RIJCOSX wB97M-V def2-TZVPD def2/J DEFGRID3
* xyz 0 1
C 3.490 1.033 0.048
C 2.378 1.930 -0.024
C 1.086 1.345 -0.646
C -1.800 -0.236 0.138
C -0.025 -2.072 0.697
C -0.328 -0.808 -0.075
N 0.545 0.262 0.353
O 4.670 1.065 0.237
O 3.393 -1.685 0.651
O 2.314 -1.144 -1.528
S 2.668 -0.785 -0.179
H 2.079 2.156 1.095
H 2.579 2.937 -0.235
H 0.336 2.079 -0.671
H 1.332 0.863 -1.612
H -1.901 0.750 -0.440
H -2.611 -1.013 -0.243
H -1.886 -0.019 1.193
H -0.966 -2.534 0.897
H 0.537 -1.821 1.660
H 0.476 -2.708 0.047
H -0.397 -1.069 -1.168
*
```

Results of the Mulliken charge analysis, in e, for atoms 1 through 8:
1 C 0.464
2 C -0.626
3 C -0.772
4 C -1.369
5 C -1.551
6 C 0.779
7 N -0.487
8 O -0.458



Arrangement Q

DFT (ωB97M-V/def2-TZVPD) results for a single C6H11NO3S molecule.

LUMO = 0.422 eV
HOMO-LUMO gap = 9.78 eV
SMILES string = CS[C@H](C)C(=O)NCC(=O)O
Highest occupied orbital energy = -9.36 eV

Geometry as ORCA input:
```
! RIJCOSX wB97M-V def2-TZVPD def2/J DEFGRID3
* xyz 0 1
C -2.076 -2.011 0.158
C -1.337 0.738 0.110
C -1.925 2.037 -0.414
C 0.227 0.673 0.158
C 2.121 -0.819 0.481
C 3.228 -0.265 -0.414
H -3.129 -2.262 0.233
H -1.506 -2.845 -0.050
H -1.784 -1.632 1.149
H -1.771 0.500 1.081
H -3.008 1.919 -0.618
H -1.732 2.851 0.329
H -1.435 2.459 -1.262
H 0.255 -1.262 -0.357
H 2.231 -0.307 1.441
H 2.188 -1.889 0.606
H 2.435 1.492 -0.292
N 0.820 -0.516 -0.082
O 0.873 1.711 0.342
O 3.096 1.008 -0.863
O 4.178 -0.947 -0.710
S -1.949 -0.632 -1.027
*
```

Results of the Mulliken charge analysis, in e, for atoms 1 through 8:
1 C -0.975
2 C 0.186
3 C -1.500
4 C 0.758
5 C -0.677
6 C 0.571
7 H 0.328
8 H 0.372



On energetic grounds, arrangement Q is preferred over the next structure by 5.002 eV.



Arrangement P

DFT (ωB97M-V/def2-TZVPD) results for a gas-phase ion, C9H11N3 (charge +2).

LUMO = -10.285 eV
HOMO-LUMO gap = 7.88 eV
SMILES string = C[n+]1c[n+](C)c2ccccc2n1
Highest occupied orbital energy = -18.17 eV

Geometry as ORCA input:
```
! RIJCOSX wB97M-V def2-TZVPD def2/J DEFGRID3
* xyz 2 1
C 3.133 1.371 0.019
C 3.214 0.021 0.109
C 1.924 2.008 0.049
C 2.069 -0.739 0.031
C -1.486 -0.357 -0.249
C 0.748 1.257 -0.040
C 0.770 -0.192 -0.091
C -0.316 -2.349 0.155
C -2.804 1.755 0.086
N -0.479 1.809 -0.039
N -0.361 -0.974 -0.147
N -1.478 1.102 -0.131
H 4.117 1.949 -0.020
H 4.223 -0.361 -0.053
H 1.787 3.095 0.074
H 2.259 -1.869 0.043
H -2.481 -0.728 -0.542
H 0.019 -2.371 1.182
H -1.329 -2.861 0.244
H 0.218 -2.978 -0.546
H -2.729 2.670 0.551
H -3.316 1.851 -0.806
H -3.326 1.222 0.806
*
```

Results of the Mulliken charge analysis, in e, for atoms 1 through 8:
1 C -0.311
2 C -0.767
3 C -0.618
4 C -0.269
5 C 0.014
6 C 0.503
7 C 0.835
8 C -1.043



Arrangement Q

DFT (ωB97M-V/def2-TZVPD) results for a gas-phase ion, C9H11N3 (charge +2).

LUMO (alpha / beta) = -10.777 / -10.778 eV
HOMO-LUMO gap (alpha / beta) = 5.42 / 5.42 eV
Highest occupied orbital energy (alpha / beta) = -16.20 / -16.19 eV

Geometry as ORCA input:
```
! RIJCOSX wB97M-V def2-TZVPD def2/J DEFGRID3
* xyz 2 1
C -1.952 -1.240 1.174
C -0.620 -1.468 0.762
C -2.636 -0.157 0.735
C 0.035 -0.660 -0.152
C -0.826 0.327 -0.572
C -2.081 0.735 -0.327
C 1.461 -0.988 -0.490
C 2.426 0.993 0.557
C -2.898 1.859 -0.801
N 2.501 -0.222 -0.108
N 1.777 -2.068 -1.136
N 3.511 1.681 0.710
H -2.457 -1.901 1.928
H -0.092 -2.238 1.301
H -3.609 0.118 1.195
H -3.974 1.950 -0.713
H -2.405 2.912 -0.633
H -2.959 1.934 -1.849
H 3.370 -0.392 -0.454
H 1.015 -2.532 -1.597
H 2.696 -2.489 -1.067
H 3.344 2.616 1.052
H 4.375 1.231 0.483
*
```

Results of the Mulliken charge analysis, in e, for atoms 1 through 8:
1 C -0.741
2 C -0.028
3 C -0.403
4 C -0.074
5 C 0.980
6 C 0.267
7 C 0.448
8 C -0.365



On energetic grounds, arrangement P is preferred over the next structure by 2.283 eV.